(1)
DFT (wB97M-V/def2-TZVPD) results for C39H49ClN4OP2SW as an isolated structure in a non-equilibrium geometry.

Calculated values
Lowest unoccupied orbital energy (alpha / beta)   -1.12 / -1.01 eV
⟨S²⟩   2.0680
2S+1   3
ΔE to the lowest compared entry with this formula, charge and spin   0.0 kJ/mol
Gap between HOMO and LUMO (alpha / beta)   5.724 / 5.985 eV
Net charge   0

Geometry as XYZ:
```
98
C39H49ClN4OP2SW, DFT wB97M-V/def2-TZVPD
W -1.904 -6.716 21.384
Cl -1.385 -1.491 13.852
S -4.842 -8.785 23.192
P -0.227 -10.195 22.202
P -4.711 -7.025 22.270
O -0.205 -6.031 18.618
N -2.525 -8.411 20.667
N -2.053 -7.307 24.478
N -0.007 -6.715 21.524
N -0.238 -6.851 22.965
C -2.731 -1.938 16.128
C -1.723 -10.694 21.337
C -0.948 -12.445 24.070
C -4.775 -7.407 20.435
C 3.144 -5.554 19.922
C -1.938 -12.089 21.320
C 0.886 -5.475 18.858
C -3.910 -10.380 20.399
C 1.277 -6.475 21.200
C -6.095 -5.984 22.954
C -5.906 -7.432 19.540
C 1.035 -11.002 24.590
C -6.735 -5.055 21.897
C -3.590 -1.480 17.158
C -4.094 -11.762 20.375
C -4.031 -0.172 17.211
C -3.118 0.184 14.998
C 1.409 -10.282 19.933
C -1.807 -3.823 20.364
C -3.096 -4.037 22.517
C -5.741 -7.580 18.192
C -1.517 -6.928 23.332
C 3.628 -4.894 18.809
C -3.333 -7.789 18.427
C 1.203 -10.926 21.313
C -2.525 -1.041 15.004
C -2.715 -9.811 20.853
C 2.778 -4.302 17.832
C -7.109 -6.934 23.599
C -4.446 -7.738 17.618
C 1.747 -5.811 19.984
C -3.854 0.671 16.082
C -2.737 -4.723 21.202
C 1.387 -12.449 21.097
C -3.079 -12.620 20.764
C -2.091 -3.143 16.299
C -3.511 -7.704 19.833
C -0.355 -11.039 23.887
C 1.435 -4.440 17.979
H -1.640 -3.621 15.421
H -1.625 -7.035 25.306
H -7.821 -6.351 24.165
H 0.769 -12.793 20.224
H 1.693 -11.765 24.151
H 2.449 -12.591 20.935
H 2.057 -10.616 21.951
H 0.701 -3.907 17.358
H -3.656 -4.878 20.595
H -1.173 -12.780 21.635
H -7.357 -4.225 22.378
H -7.663 -7.540 22.862
H 2.465 -10.231 19.732
H 1.970 -6.690 22.028
H -4.551 0.180 18.104
H 1.167 -12.973 22.043
H -3.806 -2.173 17.972
H -6.653 -7.640 24.341
H -5.030 -12.174 20.020
H -2.214 -3.835 23.112
H -1.013 -12.669 25.156
H -2.434 -3.035 20.003
H 3.179 -3.801 16.994
H -2.973 0.753 14.075
H -5.920 -4.519 21.381
H -2.368 -8.030 17.993
H -0.963 -10.307 24.447
H 0.948 -10.797 19.080
H -2.113 -3.680 17.268
H -4.107 1.737 16.115
H -6.560 -7.570 17.510
H -4.689 -9.680 20.050
H 3.834 -5.791 20.755
H -4.324 -7.790 16.538
H -6.846 -7.225 20.023
H 1.523 -10.020 24.532
H -0.294 -13.223 23.646
H -3.065 -7.474 24.458
H -0.983 -3.416 20.937
H -7.313 -5.577 21.133
H 0.979 -11.254 25.657
H -3.143 -13.710 20.589
H -5.564 -5.417 23.691
H -3.612 -3.044 22.352
H -1.346 -4.362 19.528
H -3.747 -4.614 23.172
H -1.989 -12.643 23.783
H 0.959 -9.250 19.913
H 4.657 -4.715 18.686
```

Atom charges from the Löwdin analysis, given in e for atoms 1 to 6: number 1, W, carries 1.63; number 2, Cl, carries 0.74; number 3, S, carries 0.25; number 4, P, carries 1.06; number 5, P, carries 0.53; number 6, O, carries -0.03

***

(2)
DFT (wB97M-V/def2-TZVPD) results for a 3-piece molecular cluster, C3H12N2O2 overall in a non-equilibrium geometry.

Calculated values
Lowest unoccupied orbital energy (alpha / beta)   2.96 / 2.87 eV
⟨S²⟩   0.7555
2S+1   2
ΔE to the lowest compared entry with this formula, charge and spin   235.4 kJ/mol
Gap between HOMO and LUMO (alpha / beta)   2.030 / 4.017 eV
Net charge   -1

Geometry as XYZ:
```
19
C3H12N2O2, DFT wB97M-V/def2-TZVPD
O 2.799 -2.037 -4.551
O -2.365 -2.065 -0.529
N 0.222 1.768 2.396
N -1.688 1.636 0.283
C 0.906 -0.523 1.731
C -0.401 0.959 0.183
C 0.469 0.833 1.292
H 3.310 -2.698 -5.047
H -2.144 -1.149 -0.720
H 1.676 -0.406 2.511
H 1.047 1.811 2.984
H 2.004 -2.005 -5.091
H -3.235 -2.056 -0.141
H -2.025 2.135 -0.510
H 1.155 -1.130 0.863
H -1.706 2.293 1.064
H 0.071 2.676 1.994
H 0.060 -1.088 2.199
H -0.155 1.047 -0.912
```

Atom charges from the natural (NBO) analysis, given in e for atoms 1 to 6: number 1, O, carries -0.93; number 2, O, carries -0.98; number 3, N, carries -0.89; number 4, N, carries -0.88; number 5, C, carries -0.69; number 6, C, carries -0.33

***

(3)
DFT (wB97M-V/def2-TZVPD) results for a 2-piece molecular cluster, C3H8N3O overall in a non-equilibrium geometry.

Calculated values
Lowest unoccupied orbital energy   -4.98 eV
2S+1   1
ΔE to the lowest compared entry with this formula, charge and spin   293.1 kJ/mol
Gap between HOMO and LUMO   9.422 eV
Net charge   +1

Geometry as XYZ:
```
15
C3H8N3O, DFT wB97M-V/def2-TZVPD
O 1.169 -0.069 -1.310
N -1.552 0.839 -0.498
N 1.369 1.098 1.016
N -0.627 1.433 -0.026
C -1.566 -0.536 -0.238
C -0.360 -0.781 0.692
C 0.332 0.509 0.536
H 1.480 2.042 0.772
H 1.918 0.607 1.705
H -0.587 -0.864 1.675
H 1.244 0.364 -2.170
H -1.505 -1.049 -1.185
H 0.931 -0.910 -1.519
H -2.477 -0.919 0.153
H 0.231 -1.764 0.397
```

Atom charges from the natural (NBO) analysis, given in e for atoms 1 to 6: number 1, O, carries -0.90; number 2, N, carries 0.02; number 3, N, carries -0.65; number 4, N, carries -0.18; number 5, C, carries -0.31; number 6, C, carries -0.53

***

(4)
DFT (wB97M-V/def2-TZVPD) results for one molecule with the formula CH4IN3 in a non-equilibrium geometry.

Calculated values
Lowest unoccupied orbital energy (alpha / beta)   -0.21 / -0.54 eV
2S+1   1
ΔE to the lowest compared entry with this formula, charge and spin   489.7 kJ/mol
Gap between HOMO and LUMO (alpha / beta)   7.296 / 7.560 eV
Net charge   0

Geometry as XYZ:
```
9
CH4IN3, DFT wB97M-V/def2-TZVPD
I 3.478 -0.264 0.128
N 3.345 1.371 -0.759
N 1.633 0.830 1.016
N 0.599 0.841 0.299
C -0.450 -0.131 0.119
H 0.432 1.789 -0.006
H -0.058 -1.114 0.283
H -0.916 -0.296 -0.921
H -1.200 0.045 0.895
```

Atom charges from the natural (NBO) analysis, given in e for atoms 1 to 6: number 1, I, carries 0.69; number 2, N, carries -0.64; number 3, N, carries -0.31; number 4, N, carries -0.29; number 5, C, carries -0.47; number 6, H, carries 0.36

***

Question: Which formula does entry 2 have?
Answer: C3H12N2O2